1.
Below is a cluster of 3 separate species, C13H38BN3O10P2 in total, with properties calculated with the ωB97M-V functional and the def2-TZVPD basis.

Output
- Highest occupied orbital energy: -8.6 eV
- LUMO level: -0.071 eV
- Structure (SMILES): CO[P@@](=O)(O[PH2]=N)OB(O)O.COCCNCCOC.COCCNCCOC
- Charge: 0

Structure (XYZ):
```
67
C13H38BN3O10P2 (the ωB97M-V functional and the def2-TZVPD basis)
C 1.042 -6.830 2.019
O 1.657 -5.939 1.066
P 1.000 -5.610 -0.352
O 1.118 -6.623 -1.381
O -0.526 -5.272 -0.006
P -1.122 -4.089 0.949
N -2.132 -4.587 2.000
O 1.655 -4.204 -0.609
B 2.796 -3.724 0.049
O 4.015 -4.073 -0.456
O 2.586 -2.798 1.043
H 0.016 -7.056 1.731
H 1.634 -7.743 2.057
H 1.045 -6.330 2.985
H 0.067 -3.582 1.482
H -1.592 -3.163 0.007
H -3.072 -4.231 1.890
H 4.638 -4.514 0.125
H 2.955 -3.015 1.903
C -2.436 -0.347 2.391
O -3.374 -0.728 1.401
C -4.661 -0.131 1.550
C -4.923 0.891 0.462
N -4.052 2.047 0.603
C -4.069 2.995 -0.502
C -3.659 2.509 -1.889
O -2.296 2.135 -1.995
C -1.985 0.807 -1.622
H -1.574 -1.007 2.293
H -2.101 0.687 2.264
H -2.848 -0.459 3.397
H -4.751 0.323 2.541
H -5.405 -0.928 1.470
H -5.965 1.219 0.531
H -4.809 0.378 -0.504
H -3.103 1.727 0.742
H -3.400 3.815 -0.231
H -5.075 3.422 -0.582
H -3.794 3.348 -2.576
H -4.296 1.692 -2.251
H -2.803 0.123 -1.866
H -1.760 0.707 -0.556
H -1.100 0.510 -2.186
C 5.020 2.953 1.017
O 4.643 1.974 0.075
C 3.528 1.174 0.450
C 2.312 1.492 -0.393
N 1.797 2.819 -0.099
C 0.740 3.284 -0.991
C 1.046 3.431 -2.476
O 1.955 4.471 -2.788
C 3.322 4.140 -2.675
H 5.978 3.357 0.695
H 4.298 3.775 1.085
H 5.138 2.521 2.017
H 3.301 1.317 1.512
H 3.801 0.129 0.297
H 1.534 0.753 -0.167
H 2.593 1.356 -1.447
H 2.564 3.479 -0.114
H 0.408 4.259 -0.625
H -0.113 2.609 -0.896
H 0.107 3.690 -2.970
H 1.393 2.489 -2.919
H 3.506 3.094 -2.944
H 3.716 4.307 -1.667
H 3.872 4.780 -3.364
```

=====

2.
Below is a cluster of 11 separate species, C63H146BN10O25 in total, with properties calculated with the ωB97M-V functional and the def2-TZVPD basis.

Output
- Highest occupied orbital energy: -6.7 eV
- LUMO level: 1.832 eV
- Charge: -1

Structure (XYZ):
```
245
C63H146BN10O25 (the ωB97M-V functional and the def2-TZVPD basis)
O -0.639 -0.680 -4.483
C -0.400 -0.476 -3.318
O 0.535 -1.000 -2.464
B 0.264 -0.513 -1.096
O -0.779 0.515 -1.250
C -1.254 0.525 -2.466
O -2.136 1.272 -2.911
O 1.516 0.125 -0.646
C 1.889 -0.331 0.508
O 2.926 -0.005 1.115
C 0.875 -1.374 0.936
O -0.011 -1.557 -0.039
O 0.967 -2.082 1.955
C -1.272 3.763 5.081
C -1.473 2.595 4.117
C -0.191 2.389 3.264
C 0.890 1.670 4.039
C 0.293 0.242 4.406
C -0.977 0.264 5.329
N -1.867 1.294 4.763
O -2.985 1.455 5.537
C -1.587 -1.161 5.253
C -0.502 0.459 6.773
C -2.579 2.959 3.079
H -2.169 4.192 5.528
H -0.700 4.588 4.657
H -0.794 3.430 6.002
H -0.488 1.781 2.410
H 0.156 3.359 2.906
H 1.159 2.245 4.924
H 1.778 1.528 3.424
H 1.097 -0.343 4.853
H -0.075 -0.262 3.512
H -0.867 -1.961 5.422
H -2.473 -1.319 5.868
H -1.919 -1.365 4.235
H -0.074 1.457 6.869
H -1.410 0.443 7.376
H 0.194 -0.272 7.185
H -3.558 3.167 3.511
H -2.791 2.100 2.442
H -2.210 3.747 2.424
H -3.632 1.101 4.923
C -3.270 -2.623 1.770
O -4.422 -2.994 0.995
C -4.470 -4.386 0.550
C -5.930 -4.713 0.335
N -6.751 -4.494 1.505
C -6.713 -5.558 2.513
C -7.792 -5.458 3.585
O -8.102 -6.753 4.139
C -8.922 -6.726 5.347
H -3.394 -1.564 1.995
H -2.319 -2.815 1.272
H -3.219 -3.184 2.704
H -4.022 -5.088 1.254
H -3.894 -4.595 -0.352
H -6.076 -5.669 -0.169
H -6.315 -3.969 -0.362
H -6.288 -3.671 1.863
H -5.768 -5.578 3.055
H -6.931 -6.519 2.046
H -8.680 -5.061 3.094
H -7.595 -4.725 4.367
H -8.977 -7.806 5.482
H -9.946 -6.410 5.151
H -8.512 -6.120 6.155
C 3.354 -0.930 -4.822
O 2.746 -1.622 -5.896
C 2.281 -2.931 -5.586
C 1.678 -3.524 -6.862
N 0.877 -2.615 -7.660
C -0.476 -2.732 -7.120
C -1.166 -1.545 -7.641
O -0.950 -1.332 -9.030
C -2.029 -0.532 -9.547
H 3.994 -0.135 -5.206
H 4.009 -1.522 -4.183
H 2.656 -0.438 -4.145
H 1.530 -2.924 -4.796
H 3.130 -3.543 -5.282
H 1.217 -4.478 -6.604
H 2.544 -3.828 -7.450
H 1.238 -1.873 -7.077
H -0.513 -2.544 -6.047
H -0.956 -3.664 -7.416
H -0.903 -0.657 -7.066
H -2.243 -1.642 -7.504
H -2.760 -1.160 -10.058
H -1.714 0.117 -10.364
H -2.580 0.024 -8.789
C -10.104 1.568 3.023
O -9.246 0.684 2.347
C -9.692 -0.646 2.140
C -8.568 -1.571 1.782
N -8.238 -1.675 0.341
C -7.642 -0.442 -0.165
C -7.245 -0.540 -1.688
O -6.012 -1.133 -2.110
C -4.800 -0.517 -1.577
H -9.618 2.539 2.926
H -10.327 1.169 4.012
H -10.909 1.617 2.289
H -10.408 -0.621 1.319
H -10.169 -0.953 3.071
H -8.963 -2.545 2.069
H -7.655 -1.335 2.330
H -7.719 -2.540 0.288
H -6.702 -0.386 0.384
H -8.243 0.438 0.062
H -7.228 0.472 -2.091
H -8.091 -1.052 -2.147
H -4.598 -1.120 -0.692
H -4.858 0.547 -1.349
H -4.081 -0.645 -2.386
C 8.551 1.895 9.313
O 8.639 0.957 8.228
C 7.420 0.342 7.923
C 6.368 1.316 7.331
N 5.393 0.682 6.429
C 5.821 0.542 5.026
C 4.757 -0.126 4.188
O 4.894 -1.511 4.368
C 3.748 -2.343 3.877
H 9.322 1.786 10.075
H 7.592 1.856 9.828
H 8.640 2.899 8.899
H 6.991 -0.169 8.786
H 7.636 -0.575 7.374
H 6.909 2.090 6.786
H 5.942 1.858 8.176
H 5.255 -0.213 6.877
H 6.762 -0.007 4.981
H 6.062 1.504 4.575
H 4.912 0.130 3.140
H 3.760 0.106 4.563
H 3.921 -3.380 4.167
H 3.645 -2.404 2.794
H 2.864 -1.961 4.388
C 1.159 -6.584 2.608
O 0.999 -6.499 1.210
C 0.939 -5.112 0.738
C 0.764 -5.136 -0.800
N 1.848 -5.654 -1.640
C 3.173 -5.038 -1.323
C 3.194 -3.610 -1.872
O 4.464 -3.073 -1.756
C 5.026 -2.652 -0.479
H 2.184 -6.332 2.881
H 0.987 -7.593 2.985
H 0.499 -5.987 3.237
H 1.746 -4.548 1.205
H 0.004 -4.737 1.157
H 0.588 -4.106 -1.110
H -0.206 -5.583 -1.021
H 1.930 -6.653 -1.522
H 3.912 -5.685 -1.797
H 3.393 -4.830 -0.276
H 2.496 -2.874 -1.472
H 2.968 -3.523 -2.935
H 4.326 -2.039 0.089
H 5.880 -2.007 -0.689
H 5.292 -3.528 0.113
C 4.122 2.583 -6.363
O 2.705 2.170 -6.232
C 1.908 3.042 -5.417
C 0.432 2.592 -5.465
N -0.267 2.983 -6.698
C -1.560 2.319 -6.822
C -2.325 2.727 -8.121
O -1.513 2.612 -9.302
C -2.085 3.061 -10.530
H 4.130 3.153 -7.292
H 4.747 1.699 -6.243
H 4.385 3.209 -5.510
H 2.023 4.101 -5.647
H 2.263 2.933 -4.392
H -0.154 2.944 -4.616
H 0.390 1.503 -5.512
H -0.592 3.929 -6.556
H -2.182 2.607 -5.975
H -1.378 1.245 -6.882
H -2.849 3.680 -8.056
H -3.065 1.928 -8.179
H -3.042 2.554 -10.655
H -1.404 2.810 -11.343
H -2.243 4.139 -10.494
C 8.280 3.167 4.903
O 7.275 4.062 4.556
C 7.166 4.271 3.113
C 5.741 4.590 2.565
N 5.834 5.093 1.170
C 4.469 5.309 0.684
C 3.763 3.971 0.269
O 2.463 4.303 -0.249
C 1.717 3.133 -0.673
H 8.412 3.120 5.984
H 9.202 3.524 4.444
H 8.039 2.185 4.497
H 7.483 3.349 2.627
H 7.821 5.085 2.801
H 5.289 5.373 3.175
H 5.042 3.759 2.658
H 6.247 5.999 0.999
H 4.542 5.967 -0.182
H 3.837 5.857 1.383
H 3.562 3.363 1.151
H 4.250 3.362 -0.494
H 2.337 2.683 -1.448
H 0.796 3.499 -1.126
H 1.458 2.524 0.194
C -7.024 4.235 1.256
C -7.247 3.954 -0.216
C -6.012 3.269 -0.762
O -4.972 4.219 -0.971
C -3.731 3.515 -1.356
N -8.376 3.166 -0.484
H -7.071 3.250 1.722
H -7.842 4.816 1.684
H -6.043 4.680 1.421
H -7.307 4.970 -0.606
H -6.189 2.733 -1.695
H -5.708 2.549 -0.003
H -3.913 3.227 -2.392
H -3.649 2.600 -0.770
H -2.870 4.157 -1.166
H -8.700 3.340 -1.424
H -9.185 3.256 0.115
C 9.625 1.380 -2.921
C 8.338 0.598 -3.192
C 7.216 1.088 -2.203
O 6.070 0.331 -2.579
C 4.871 0.561 -1.837
N 7.995 0.953 -4.573
H 9.647 2.420 -3.247
H 10.521 0.990 -3.406
H 9.804 1.475 -1.850
H 8.555 -0.444 -2.959
H 7.091 2.170 -2.254
H 7.597 0.956 -1.191
H 4.444 1.537 -2.066
H 5.116 0.489 -0.778
H 4.111 -0.201 -2.016
H 7.072 0.579 -4.742
H 8.660 0.443 -5.137
```

=====

The evaluated maximum force for the records listed, in turn: 0.60; 4.07 eV/Å.
The evaluated HOMO-LUMO gap for the records listed, in turn: 8.481; 8.533 eV.
The evaluated electronic energy for the records listed, in turn: -2142.48886; -4941.12801 hartree.